171
Properties=species:S:1:pos:R:3:forces:R:3:lowdin_charge:R:1 method="wB97M-V/def2-TZVPD" charge=0 homo_energy_ha=-0.29199
C 1.534384 -1.430284 -1.706712 0.1008 -0.3637 0.3222 -0.038
C 0.516132 -0.374616 -2.131964 0.1318 -0.4576 0.0706 -0.394
C 0.632670 0.852827 -1.204155 0.4028 0.4114 -1.3787 -0.170
O -0.454721 1.006569 -0.336776 -0.4244 -0.1215 0.6191 -0.200
C -0.374871 0.151385 0.781826 0.6340 -1.1724 -0.0285 -0.071
N 0.738307 -0.032910 -3.539230 0.1488 0.4576 0.3297 0.082
H 1.302698 -1.857004 -0.723423 -0.1006 0.1067 -0.0650 0.052
H 2.520652 -0.972919 -1.613621 -0.0202 -0.0091 -0.1535 0.055
H 1.632563 -2.275023 -2.392529 -0.1835 0.1527 -0.1485 0.065
H -0.509442 -0.757195 -2.017434 0.1167 -0.0715 0.3193 0.114
H 0.654458 1.736012 -1.854725 -0.1491 0.0781 0.1923 0.127
H 1.587302 0.873692 -0.667164 -0.1126 -0.1642 0.1890 0.103
H -1.261398 0.207674 1.403106 0.0076 0.4779 -0.0607 0.061
H 0.556021 0.323198 1.343792 -0.2777 0.3336 0.1377 0.098
H -0.298807 -0.907524 0.479171 -0.1707 0.2281 -0.1973 0.069
H 0.338584 -0.772435 -4.116267 0.0454 0.3808 0.1244 0.044
H 0.269789 0.844975 -3.768559 0.0316 -0.3662 -0.1721 0.043
C -2.901203 -1.166399 -5.506178 0.2134 -0.3861 -0.2586 -0.058
C -2.875085 -2.152690 -4.351575 -1.0348 0.1120 0.3683 -0.421
C -1.745931 -3.133356 -4.434857 0.4713 0.0280 -0.0977 -0.202
O -0.542372 -2.423506 -4.651749 -0.0176 -0.0120 -0.3902 -0.227
C 0.525777 -3.301633 -4.830137 0.5942 -0.8666 0.6709 -0.124
N -2.940767 -1.477556 -3.035171 0.3765 0.4495 -0.3473 0.068
H -3.805901 -0.567445 -5.450495 0.0936 0.2226 0.0638 0.072
H -2.944222 -1.719908 -6.449643 -0.0198 -0.0023 0.0453 0.090
H -2.001278 -0.554822 -5.553446 -0.1000 0.1748 0.1819 0.070
H -3.813471 -2.714368 -4.470656 0.1998 -0.2273 0.2272 0.132
H -1.897034 -3.838096 -5.262889 -0.0718 -0.0416 0.0580 0.131
H -1.627880 -3.694463 -3.495579 -0.2694 -0.1577 -0.0860 0.130
H 1.451718 -2.750583 -4.974675 -0.0982 0.2017 -0.1611 0.092
H 0.376969 -4.019299 -5.647088 -0.1078 0.2796 -0.1662 0.092
H 0.662151 -3.917138 -3.920356 0.0071 0.0995 -0.1385 0.089
H -2.294575 -1.911577 -2.383021 -0.1688 -0.1464 -0.0271 0.033
H -2.583580 -0.525980 -3.127960 -0.1521 -0.1304 -0.0347 0.058
C -3.190222 2.261417 -5.523524 0.1805 -0.3803 -1.3609 -0.076
C -2.419744 2.738546 -4.331890 -1.2127 0.9768 1.0250 -0.434
C -1.067751 3.305418 -4.606717 0.6045 0.3280 -1.3004 -0.214
O -0.169849 2.377150 -5.204108 -0.1132 -0.2455 0.7143 -0.216
C 1.156398 2.861380 -5.216102 0.1984 -0.3919 -0.7021 -0.119
N -3.185058 3.914451 -3.819617 0.0690 -0.2654 0.0568 0.037
H -2.630243 1.549763 -6.136216 -0.1875 -0.3797 0.4654 0.066
H -3.404860 3.034125 -6.272284 0.1200 0.4762 0.5559 0.090
H -4.162230 1.875393 -5.214277 0.1105 -0.3252 -0.0599 0.078
H -2.410874 1.995752 -3.519122 0.3381 -0.3363 -0.4241 0.134
H -0.645658 3.750035 -3.696154 0.0513 -0.0824 -0.0269 0.126
H -1.225027 4.088577 -5.362950 0.0320 0.3145 0.3904 0.135
H 1.504427 3.123790 -4.211502 -0.0237 0.1768 -0.0795 0.083
H 1.275054 3.683969 -5.936283 -0.1390 0.2274 0.3983 0.091
H 1.784631 2.057901 -5.605231 -0.0560 -0.0778 0.2281 0.087
H -4.162206 3.646556 -3.753866 0.0376 0.1051 0.0339 0.069
H -2.884107 4.109849 -2.873322 0.0001 0.1025 0.2244 0.054
C 4.547767 -2.513228 3.151052 0.1523 -0.2265 -0.9508 -0.011
C 3.481049 -3.561075 3.550361 -0.1681 -0.2770 0.2977 -0.507
C 2.078928 -2.977892 3.475383 -0.5589 0.4913 -0.4406 -0.147
C 1.546999 -2.803428 2.037477 0.2833 0.2712 1.4825 -0.182
C 1.545132 -4.169237 1.359704 -0.5951 0.9104 -0.2378 -0.137
C 2.922712 -4.835965 1.362118 -0.1078 0.6123 -0.2453 -0.517
N 3.437653 -4.782756 2.734442 -0.2619 -0.8762 0.6542 -0.091
O 4.668096 -5.505292 2.833907 0.0214 0.4601 -0.2523 -0.024
C 2.735925 -6.303280 0.974164 0.7232 -0.1745 0.5863 -0.033
C 3.808236 -4.103890 0.345693 1.0005 -0.2408 -0.3551 -0.031
C 3.724149 -3.955851 5.008632 0.4533 0.1478 0.5252 -0.043
H 4.815160 -2.589214 2.093789 -0.1911 -0.0761 0.0679 0.057
H 5.500126 -2.657841 3.661382 -0.1815 0.1046 0.3219 0.084
H 4.168760 -1.496558 3.265042 0.1252 0.0090 0.3965 0.075
H 1.333334 -3.604231 3.979965 0.3951 -0.3461 0.0303 0.121
H 2.007441 -2.027872 4.018663 0.3754 0.0020 -0.1199 0.124
H 2.106079 -2.031628 1.497928 0.0593 -0.1730 -0.0634 0.093
H 0.565162 -2.375375 2.267027 -0.2744 -0.2584 -0.8966 0.091
H 1.226247 -4.010519 0.321976 0.0264 -0.3966 0.0108 0.112
H 0.793295 -4.787283 1.858521 0.1364 -0.1560 -0.0309 0.122
H 2.134912 -6.795818 1.744176 -0.2922 0.0613 -0.2825 0.089
H 2.319954 -6.409122 -0.023758 -0.2543 0.0338 0.0288 0.086
H 3.694177 -6.830656 0.992577 0.0105 0.1601 -0.2193 0.079
H 3.685721 -3.020103 0.345526 -0.2296 -0.0677 -0.0166 0.061
H 4.872280 -4.283926 0.546258 -0.1768 -0.0895 0.1669 0.086
H 3.674130 -4.471841 -0.676489 -0.3602 0.0809 0.0871 0.085
H 2.927706 -4.517572 5.502477 -0.2112 -0.0088 -0.4476 0.083
H 3.854835 -3.035009 5.589646 0.0177 -0.0896 -0.0496 0.089
H 4.637620 -4.542136 5.127104 0.0379 0.1418 -0.1355 0.077
H 4.408297 -6.339947 3.238032 0.0051 0.0718 0.0478 0.103
C -1.453701 6.160801 0.212572 -0.0715 0.3240 -0.2156 -0.021
C -0.817436 5.018419 1.021112 0.0820 0.7216 -0.5053 -0.518
C -0.590036 5.487765 2.448658 -0.2087 -0.6993 0.9442 -0.144
C -1.880146 5.620673 3.251711 0.3586 0.6689 0.2743 -0.189
C -2.517355 4.253839 3.294021 -0.0451 0.3309 -0.3953 -0.147
C -2.799614 3.682279 1.888300 -0.4905 0.6151 0.5330 -0.510
N -1.606608 3.794868 1.068862 0.8405 -0.5269 0.9118 -0.098
O -1.839047 3.296100 -0.220492 -0.2753 0.0532 -0.2978 -0.031
C -3.109384 2.220145 2.115292 0.4142 -1.0518 -0.9941 -0.050
C -4.023433 4.405608 1.275859 -0.1157 -0.1547 0.2089 -0.004
C 0.561529 4.671177 0.456080 -0.1279 -0.6373 0.0310 -0.032
H -2.200950 6.691565 0.804286 0.0842 0.0844 0.0103 0.071
H -1.963120 5.871068 -0.706467 0.1772 -0.4075 -0.0158 0.072
H -0.670755 6.863911 -0.085566 -0.1217 0.0983 0.1400 0.083
H -0.052272 4.653180 2.923448 0.1295 0.2071 0.0616 0.119
H 0.055148 6.358344 2.565683 -0.0719 0.1545 -0.5269 0.126
H -2.547822 6.408205 2.885560 -0.0165 -0.2182 -0.3142 0.102
H -1.627528 5.972957 4.259392 -0.0134 -0.2474 0.0127 0.113
H -3.477751 4.290093 3.809568 0.0945 -0.2395 0.2325 0.122
H -1.808641 3.599726 3.806247 -0.2343 -0.1883 0.1372 0.120
H -3.976016 2.055834 2.751875 -0.0170 0.1125 0.0992 0.091
H -3.282466 1.700747 1.161466 -0.3049 0.2157 0.1211 0.086
H -2.229586 1.704431 2.514443 -0.1404 0.2362 0.3911 0.074
H -3.771311 4.865247 0.327329 -0.0697 0.0111 -0.1159 0.064
H -4.843733 3.703717 1.117405 0.0001 0.0487 -0.1056 0.080
H -4.387006 5.173206 1.960324 -0.0393 0.1244 -0.1235 0.077
H 0.483180 4.133651 -0.490595 0.0292 0.3434 -0.1463 0.076
H 1.056409 3.972754 1.138165 0.0244 0.0938 0.0248 0.074
H 1.172639 5.568225 0.367050 0.0406 0.0110 -0.1507 0.085
H -1.368308 2.441036 -0.188919 -0.0318 0.0941 -0.3726 0.055
C -7.379280 -2.276201 1.405869 0.0971 0.1519 -0.3550 -0.042
C -6.109364 -2.473871 2.228945 0.2751 0.7419 -0.1016 -0.527
C -6.134853 -3.908533 2.740093 0.8081 -0.1732 -0.0727 -0.144
C -4.753382 -4.384741 3.224994 -0.9304 -0.6849 0.0337 -0.179
C -3.724892 -4.214146 2.118597 -0.7040 0.2360 0.1600 -0.131
C -3.623109 -2.775542 1.607650 0.3023 0.2147 0.2972 -0.520
N -4.960760 -2.275170 1.328267 -0.8403 -0.8510 -0.6051 -0.100
O -4.917313 -0.937237 0.850158 -0.0702 -0.0773 0.3946 -0.023
C -2.870768 -1.895147 2.619473 -0.0418 0.5145 0.1599 -0.005
C -2.917043 -2.813405 0.281603 1.3346 0.4955 -1.4252 -0.051
C -6.109130 -1.514678 3.422948 -0.3921 -0.1438 0.7468 -0.024
H -7.260716 -2.732270 0.419859 -0.0231 -0.2662 0.1349 0.088
H -7.603106 -1.226752 1.209800 -0.0932 0.0305 0.3097 0.082
H -8.192159 -2.767481 1.940965 -0.2434 0.2430 -0.1407 0.085
H -6.862147 -3.959407 3.552292 -0.0561 -0.0480 -0.0436 0.123
H -6.475699 -4.570128 1.936658 0.0193 0.0281 0.0217 0.122
H -4.856121 -5.461887 3.414959 0.1417 0.1432 0.1552 0.112
H -4.532036 -3.936651 4.196544 0.3729 0.1927 -0.2046 0.101
H -4.094649 -4.818054 1.282169 0.2982 -0.1230 0.0434 0.122
H -2.747174 -4.569928 2.443706 0.1035 0.0252 -0.1911 0.125
H -3.249727 -0.872623 2.539165 0.0201 -0.0441 0.1100 0.068
H -3.020585 -2.244834 3.641943 -0.0862 0.0696 0.0193 0.080
H -1.792639 -1.817184 2.458830 -0.0359 -0.3553 -0.1535 0.058
H -3.323262 -3.521132 -0.448316 -0.1575 -0.2531 0.4440 0.089
H -2.930037 -1.873026 -0.282715 -0.2495 0.1925 0.5392 0.064
H -1.839469 -3.005268 0.391291 -0.1829 -0.3239 0.1803 0.081
H -7.141820 -1.378347 3.767046 0.0972 0.0566 -0.0541 0.086
H -5.693999 -0.528258 3.233303 0.0381 -0.0269 -0.3076 0.074
H -5.583901 -1.951726 4.277411 0.1738 0.1120 -0.1004 0.074
H -5.263601 -0.994773 -0.049043 0.1325 -0.0599 0.0425 0.110
C 5.566859 2.877835 -2.523703 0.0921 -0.2182 -0.3057 -0.028
C 5.372572 1.965400 -1.313553 -0.7719 0.3598 -0.4668 -0.542
C 6.736688 1.522543 -0.850400 0.1794 -0.4988 0.6184 -0.139
C 6.681625 0.806159 0.503725 -0.6144 0.9565 -0.4608 -0.155
C 6.051639 1.734788 1.548969 0.6365 -0.3768 0.5668 -0.136
C 4.741196 2.414650 1.143772 -0.5090 -0.6705 0.7395 -0.516
N 4.747322 2.759193 -0.267043 0.7647 1.2646 0.3239 -0.092
O 3.506458 3.315651 -0.676183 -0.1131 -0.4414 0.1231 -0.028
C 3.589586 1.465507 1.546458 -0.5595 -0.1658 -1.0692 -0.034
C 4.578748 3.697038 1.968473 -0.1289 -0.0830 -0.6292 -0.029
C 4.492114 0.783443 -1.709844 0.2409 -0.3562 -0.1305 -0.025
H 4.614271 3.330933 -2.790451 0.1067 0.0944 -0.1668 0.075
H 5.937126 2.297363 -3.374015 -0.1718 -0.0568 0.0197 0.089
H 6.328334 3.636306 -2.338226 -0.1936 0.1676 0.2047 0.085
H 7.125881 0.863124 -1.630281 0.2188 0.0677 0.0644 0.125
H 7.384761 2.397068 -0.750989 0.0416 -0.0093 -0.1235 0.124
H 7.691833 0.528231 0.795624 -0.1277 -0.3703 0.1703 0.112
H 6.002733 -0.046348 0.421159 0.4911 -0.3436 0.0067 0.097
H 6.756992 2.469745 1.956520 0.0971 0.0473 -0.5025 0.119
H 5.828930 1.093720 2.411255 -0.0875 0.2281 0.0536 0.113
H 3.723936 0.469005 1.109069 0.1295 0.0096 0.1916 0.065
H 3.462375 1.355410 2.621308 0.1377 0.1417 0.0896 0.086
H 2.655231 1.837710 1.107114 0.0576 0.0654 0.2753 0.060
H 4.717372 3.480810 3.025295 0.0585 0.0960 0.0758 0.087
H 5.303759 4.428121 1.605059 0.0469 0.0493 0.2552 0.091
H 3.574428 4.093648 1.811436 -0.0055 0.0884 0.1399 0.068
H 4.962903 0.219596 -2.521460 -0.1217 -0.0044 0.0225 0.097
H 3.503656 1.100027 -2.040775 0.0426 0.1210 -0.0274 0.075
H 4.370226 0.110909 -0.861999 -0.0739 -0.0970 -0.0590 0.054
H 3.656105 4.268109 -0.702924 0.0836 -0.0833 0.0019 0.107

=====

75
Properties=species:S:1:pos:R:3:forces:R:3:mulliken_spin:R:1 method="wB97M-V/def2-TZVPD" charge=+1 multiplicity=2 homo_energy_ha="-0.37924 / -0.36981"
Tc -0.165489 -0.068885 0.804240 0.4568 0.3847 0.0294 0.971
C -1.228749 -3.977126 -0.633906 -0.0721 -0.0180 0.0761 0.002
C -1.189387 -2.814592 0.115970 0.1026 0.0435 -0.0363 0.011
N -0.377619 -1.807538 -0.237108 -0.0143 -0.5127 -0.0184 0.011
C 0.412537 -1.986217 -1.322847 -0.0853 0.0971 0.0191 -0.016
C 0.326104 -3.161741 -2.054653 -0.0089 -0.0692 -0.0322 0.000
N -0.486977 -4.153851 -1.721571 0.0528 0.0398 -0.0447 -0.005
C 1.319355 -0.870216 -1.618903 -0.0039 -0.0824 -0.0677 0.009
C 2.418170 -0.940575 -2.458650 0.0380 0.0371 -0.0321 0.002
C 3.287957 0.142851 -2.545294 0.0253 -0.0189 -0.0104 -0.008
C 2.999987 1.277044 -1.786175 -0.0576 0.0234 0.0124 0.004
C 1.859683 1.302287 -1.004913 0.0581 0.1133 0.0372 0.004
N 1.042691 0.241969 -0.917846 -0.3821 -0.2263 0.1874 -0.018
C 1.372509 2.470450 -0.263782 0.0254 -0.0409 -0.0129 -0.016
C 1.460061 3.716945 -0.735365 0.0965 0.0728 0.0842 -0.013
N 0.855789 4.803870 -0.095277 -0.0130 -0.0295 0.0032 0.002
C -0.187182 4.522210 0.574084 -0.0297 0.0364 0.0839 0.005
C -0.697770 3.096304 0.720296 0.1797 0.3127 -0.0423 0.008
N 0.497667 2.243021 0.869484 -0.3944 -0.4613 -0.2002 -0.008
C 4.503105 0.082111 -3.389519 -0.0159 0.0034 -0.0112 0.000
C 5.209407 -1.104842 -3.550846 0.0242 0.0116 0.0113 -0.002
C 6.343395 -1.105241 -4.349650 -0.0063 -0.0031 0.0041 0.001
N 6.797630 -0.027909 -4.982609 -0.0142 -0.0047 0.0113 -0.001
C 6.118216 1.104035 -4.827008 -0.0043 -0.0010 0.0051 0.001
C 4.977100 1.212653 -4.045849 0.0055 -0.0137 -0.0308 -0.002
H -1.887012 -4.784902 -0.338386 0.0175 0.0033 -0.0236 0.000
H -1.789460 -2.664169 1.002567 -0.0156 -0.0257 -0.0131 -0.003
H 0.932158 -3.302923 -2.941725 -0.0108 0.0065 0.0151 0.000
H 2.617620 -1.840877 -3.022975 -0.0126 0.0135 0.0140 0.000
H 3.675198 2.121751 -1.772748 -0.0032 -0.0100 -0.0130 0.001
H 2.008492 3.938764 -1.641644 -0.0090 0.0007 0.0199 0.000
H -0.712753 5.323656 1.087804 0.0172 -0.0130 -0.0201 0.000
H -1.282351 3.038928 1.636591 -0.0355 -0.1101 -0.0169 -0.007
H 4.912877 -2.013415 -3.042474 -0.0034 0.0138 -0.0038 0.000
H 6.914383 -2.017565 -4.480982 -0.0012 0.0218 -0.0049 0.000
H 6.500049 1.970687 -5.354798 0.0000 -0.0169 0.0040 0.000
H 4.460589 2.161788 -3.983428 -0.0061 -0.0131 0.0093 0.000
Cl 2.391403 -5.052500 5.208019 -0.0055 0.0096 -0.0061 0.002
C 1.441850 -3.858315 4.391455 0.0680 -0.0707 0.0397 0.016
C 2.046583 -3.000696 3.494976 -0.0158 0.0249 -0.0151 -0.007
C 1.244901 -2.068570 2.865315 0.0149 0.0633 -0.0405 0.014
Cl 1.981604 -0.969622 1.706121 -0.0390 -0.0748 -0.0355 0.000
C -0.125143 -1.907544 3.074872 -0.1447 0.0465 0.0453 0.004
O -0.875281 -0.998917 2.468254 0.0381 -0.0745 0.0077 0.028
C -0.683214 -2.831916 3.982421 0.0420 0.0710 -0.0502 0.011
Cl -2.385436 -2.775261 4.253911 -0.0276 -0.0080 0.0217 0.001
C 0.078311 -3.782368 4.632967 -0.0307 0.0164 -0.0078 -0.009
H 3.106711 -3.058559 3.290823 -0.0210 0.0048 0.0033 0.000
H -0.390892 -4.468417 5.323663 -0.0109 0.0094 -0.0052 0.000
C -3.349283 4.067404 -1.384716 -0.0101 -0.0503 -0.0356 0.000
C -4.316211 3.277129 -0.634255 0.0034 0.0123 0.0124 0.001
C -3.975952 2.149557 0.007166 0.0292 -0.0263 -0.0950 -0.002
C -2.595165 1.679703 -0.009307 0.0034 -0.0127 0.3183 0.014
C -1.540707 2.616561 -0.513632 0.0179 0.0732 -0.0350 -0.013
C -2.057493 3.753369 -1.344622 0.0096 0.0621 0.0291 0.000
N -2.203189 0.555988 0.502808 0.0577 0.1612 -0.1201 -0.019
C -3.256483 -0.249230 1.077308 0.0195 -0.0728 -0.1302 -0.001
C -3.629497 -0.062897 2.399091 0.0124 0.0142 -0.0257 -0.008
C -4.708045 -0.769302 2.904947 -0.0051 -0.0309 0.0164 -0.003
C -5.395348 -1.672842 2.104282 -0.0090 -0.0113 0.0155 0.000
C -5.005518 -1.865324 0.787659 0.0113 0.0202 -0.0332 0.000
C -3.937966 -1.143773 0.266525 -0.0057 -0.0329 -0.0014 0.000
H -3.701385 4.896804 -1.983161 0.0055 -0.0102 0.0032 0.000
H -5.347545 3.606487 -0.615146 0.0101 -0.0028 0.0028 0.000
H -4.718030 1.570209 0.533453 -0.0238 -0.0043 -0.0112 0.000
H -0.847504 2.033027 -1.126742 -0.0655 -0.0464 -0.0475 0.009
H -1.331465 4.318937 -1.915865 0.0040 0.0178 0.0467 0.000
H -3.075901 0.629356 3.020934 -0.0029 -0.0190 -0.0029 0.006
H -5.005788 -0.623890 3.935204 0.0009 0.0108 -0.0079 0.000
H -6.234988 -2.224296 2.506442 0.0130 0.0078 -0.0008 0.000
H -5.544173 -2.560016 0.155749 0.0110 0.0113 0.0096 0.000
H -3.649706 -1.253719 -0.773054 0.0057 -0.0019 0.0220 0.000
F 0.300425 2.028031 3.243241 0.0764 -0.0690 -0.0499 0.007
B 1.083597 1.994973 2.174490 0.0853 0.4663 0.1504 0.017
F 2.393944 1.891695 2.298299 -0.0219 -0.0492 0.0205 0.001

=====

ΔE to the lowest compared entry with this formula, charge and spin in kJ/mol, matching the order above: 23.5; 83.8